[1]
The following is a DFT calculation (ωB97M-V/def2-TZVPD) of a 2-piece molecular cluster, C7H11N3O3 overall at a distorted geometry.

Computed properties:
HOMO energy ... -8.56 eV
Total energy ... -663.25433 Eh
M ... 185.18 u
SMILES ... O=c1cc[nH]c(=O)[nH]1.CNC(C)=O
Kohn-Sham gap ... 8.950 eV
Multiplicity ... 1
Max |F| ... 4.6 eV/A
Energy above the lowest of the compared OMol25 structures with the same formula, charge and spin ... 65.7 kcal/mol
Lowest unoccupied orbital energy ... 0.395 eV

Each line ends with the Mulliken charge.
Geometry (Å):
O 1.799 -1.764 -0.032  -0.629
O 0.640 0.470 3.887  -0.631
O -1.059 0.783 -2.376  -0.581
N -1.138 -0.744 -0.707  -0.430
N 0.420 1.497 1.929  -0.074
N 1.283 -0.709 1.984  0.050
C -0.713 -0.279 -1.942  0.578
C 0.796 0.334 2.692  0.338
C 1.324 -0.794 0.568  0.096
C 0.273 -0.986 -2.850  -0.818
C -1.840 0.262 0.216  -0.607
C 0.256 1.410 0.642  -1.065
C 0.756 0.372 -0.092  -0.041
H -0.045 2.279 2.478  0.300
H -1.106 0.234 1.162  0.281
H 0.787 -1.809 -2.353  0.272
H 0.994 -0.176 -3.223  0.335
H -2.829 -0.156 0.611  0.355
H -0.487 -1.517 -0.298  0.363
H 0.743 0.467 -1.227  0.532
H -0.408 -1.361 -3.695  0.315
H -1.968 1.306 -0.127  0.262
H -0.041 2.336 0.213  0.607
H 1.561 -1.455 2.539  0.193

[2]
The following is a DFT calculation (ωB97M-V/def2-TZVPD) of one molecule with the formula C7H11N3SSi at a distorted geometry.

Computed properties:
HOMO energy ... -8.60 eV
Total energy ... -1125.11786 Eh
M ... 197.34 u
Kohn-Sham gap ... 7.278 eV
Multiplicity ... 1
Max |F| ... 5.1 eV/A
Energy above the lowest of the compared OMol25 structures with the same formula, charge and spin ... 69.2 kcal/mol
Lowest unoccupied orbital energy ... -1.318 eV

Each line ends with the Mulliken charge.
Geometry (Å):
S 0.197 -3.167 -1.372  -0.143
Si 0.557 1.142 -0.043  0.515
N -0.977 -1.458 0.221  0.322
N -2.325 -2.370 1.474  -0.692
N -1.722 -1.257 1.223  -0.496
C 0.982 -1.563 -1.605  0.308
C -1.857 -3.375 0.707  -0.163
C 0.654 -0.500 -0.937  -0.158
C 1.144 0.857 1.679  -1.089
C -0.958 -2.757 -0.116  0.202
C 1.639 2.352 -0.962  -1.316
C -1.223 1.910 -0.166  -1.463
H 1.909 1.935 -1.873  0.396
H 2.195 0.927 1.678  0.365
H -2.256 -4.405 0.563  0.342
H 2.514 2.547 -0.499  0.421
H -1.981 1.565 0.503  0.446
H 1.575 -1.696 -2.564  0.301
H -1.738 1.652 -0.995  0.523
H 1.081 3.283 -1.136  0.288
H 0.788 -0.154 1.878  0.251
H -1.260 2.974 -0.133  0.395
H 1.063 1.558 2.475  0.447

[3]
The following is a DFT calculation (ωB97M-V/def2-TZVPD) of C7H11N4O2S as an isolated structure at a distorted geometry.

Computed properties:
HOMO energy ... -12.79 eV
Total energy ... -1040.55851 Eh
M ... 215.26 u
Kohn-Sham gap ... 8.877 eV
Multiplicity ... 1
Max |F| ... 5.7 eV/A
Energy above the lowest of the compared OMol25 structures with the same formula, charge and spin ... 107.2 kcal/mol
Charge ... +1
Lowest unoccupied orbital energy ... -3.910 eV

Each line ends with the Mulliken charge.
Geometry (Å):
S 2.993 -0.598 0.850  -0.147
O -3.931 -0.350 -0.242  -0.432
O -3.643 -2.189 0.671  -0.586
N -3.097 -1.194 0.340  0.862
N 0.571 0.418 0.684  -0.071
N -1.690 1.396 -0.526  -0.599
N 1.349 -1.044 -1.102  -0.043
C 0.797 0.819 2.008  -1.003
C 1.395 -0.355 0.061  0.526
C 2.466 -1.825 -1.324  -0.397
C -1.842 -0.811 0.529  -0.997
C -1.278 0.412 0.081  1.097
C 3.388 -1.739 -0.425  -0.395
C -0.888 2.438 -1.059  -0.816
H 0.527 0.136 2.860  0.299
H -1.302 3.419 -1.130  0.314
H -1.089 -1.405 0.975  0.481
H 0.268 1.892 2.158  0.303
H 1.895 0.907 1.986  0.421
H 0.061 2.559 -0.563  0.295
H -3.549 0.640 -0.304  0.443
H 2.357 -2.438 -2.252  0.373
H -0.705 2.046 -2.034  0.327
H 4.197 -2.353 -0.455  0.525
H 0.750 -0.781 -1.788  0.219